No. 1
{
  "formula": "C36H33B2N4O5",
  "method": "wB97M-V/def2-TZVPD",
  "elements": ["C", "H", "H", "C", "H", "H", "C", "H", "C", "O", "C", "C", "C", "B", "H", "C", "O", "N", "O", "H", "C", "O", "H", "H", "C", "N", "H", "C", "H", "H", "C", "C", "H", "N", "C", "C", "C", "C", "H", "C", "H", "C", "C", "C", "B", "C", "H", "H", "H", "H", "C", "C", "H", "H", "H", "N", "C", "C", "C", "H", "C", "C", "H", "C", "C", "H", "H", "C", "C", "O", "H", "H", "H", "C", "H", "H", "H", "C", "H", "C"],
  "coordinates": [[0.64808, -0.51711, -0.66217], [1.31109, -5.40452, -0.64192], [4.51660, 7.30692, -0.83297], [2.93151, 10.28936, 2.23931], [0.34715, 2.38207, -2.42723], [-6.69147, -9.68098, 4.29183], [1.16830, -4.26528, 2.55909], [4.36620, 6.24221, -4.23389], [0.46324, 0.84786, -0.91794], [-0.84086, 6.30173, 0.69832], [1.79350, 6.49102, -1.90029], [-3.52271, -8.71194, 3.51768], [3.31016, 8.83476, 2.90968], [1.77262, 6.20560, -0.28234], [0.72531, 0.80768, -4.31073], [3.24918, 6.90655, -2.52287], [-6.35980, -7.97225, -0.24076], [0.13757, 3.97420, 0.08206], [-1.49687, -7.61557, 1.93477], [2.59048, 5.35762, -0.06065], [2.13845, 10.48010, 0.80470], [1.09781, -3.63675, -2.40028], [1.23214, -4.62422, 3.58406], [-4.41286, -9.58528, 5.27575], [-3.74135, -8.24873, 2.21347], [3.45258, 6.02149, -3.77078], [0.97713, 7.33808, -2.10364], [0.66468, -1.00402, 0.73237], [2.36382, 8.71217, -3.16576], [3.79091, 8.91364, -2.19955], [-1.83018, -6.53952, -0.62276], [1.21476, -4.69946, 0.18209], [1.84745, 11.54791, 0.36010], [4.43900, 6.64157, -1.63195], [0.69468, 0.43686, -3.28861], [1.28434, -5.16174, 1.49712], [-4.35100, -6.80230, -1.79407], [0.86144, -0.92592, -3.03706], [1.43363, -6.22141, 1.69259], [-4.13343, -7.26781, -0.49074], [-0.84512, -6.43145, -0.17180], [0.48630, 1.32127, -2.23058], [-4.58373, -9.22982, 4.26191], [-5.86251, -9.28619, 3.70835], [0.31760, 5.50784, 0.19430], [0.99128, -2.85020, -1.46638], [0.87458, -2.21349, 3.14265], [3.61331, 5.06116, -3.34387], [3.16190, 6.40226, 2.47934], [-5.33075, -6.90313, -2.25770], [2.11785, 7.58021, 0.56543], [-2.87049, -7.15000, 0.08826], [0.83922, 3.47663, 0.67703], [0.30561, 1.54486, -0.09674], [1.01848, -1.61119, -3.86840], [3.34122, 8.35704, -2.98750], [1.02768, -3.33430, -0.07222], [-3.31034, -6.20046, -2.50296], [-2.62011, -7.66975, 1.44734], [-7.08047, -8.88882, 1.97764], [-5.01523, -8.32323, 1.65214], [1.75580, 9.08205, -0.01115], [-0.84649, 3.71539, 0.34089], [-5.25098, -7.86517, 0.26842], [-2.05366, -6.06050, -1.91461], [4.52947, 5.64339, -1.34500], [1.19932, 9.24028, -1.04793], [-6.07962, -8.83837, 2.40350], [0.96736, -2.90632, 2.30780], [0.49977, -0.22547, 1.66344], [3.87648, 8.75840, 3.94711], [3.23683, 11.28771, 2.80196], [1.38774, 5.54170, -2.49923], [2.89536, 7.47606, 2.03826], [-3.48209, -5.83543, -3.51320], [-2.52810, -8.66657, 3.95822], [-1.24605, -5.58001, -2.46240], [0.89149, -2.44030, 0.98874], [-0.60408, 6.76406, 1.56455], [0.83186, -1.40473, -1.72163]],
  "lumo_energy_ha": -0.0025,
  "charge": -1
}

=====

No. 2
{
  "formula": "C36H33BCl2N12O7SW",
  "method": "wB97M-V/def2-TZVPD",
  "elements": ["C", "C", "C", "H", "H", "H", "C", "H", "H", "C", "C", "H", "C", "Cl", "O", "C", "O", "C", "C", "C", "O", "W", "C", "C", "H", "O", "S", "O", "H", "C", "C", "Cl", "C", "H", "H", "H", "H", "N", "C", "C", "C", "H", "H", "N", "H", "H", "H", "C", "C", "C", "H", "H", "N", "H", "C", "H", "O", "C", "H", "H", "C", "H", "O", "C", "C", "N", "H", "N", "H", "N", "C", "N", "H", "H", "N", "C", "C", "N", "C", "N", "H", "H", "H", "C", "N", "H", "C", "C", "C", "C", "N", "H", "B"],
  "coordinates": [[0.78456, -1.47747, -3.41599], [4.31081, -1.26247, 1.79309], [4.26934, 0.50366, -6.58677], [4.71268, -2.19520, -6.34861], [-4.40990, 3.16865, 4.97250], [7.27741, -3.96237, 2.41219], [1.23615, -2.85967, 1.66278], [4.10969, -0.78980, 0.84332], [0.75197, -3.76442, 3.43788], [-2.72256, 2.13212, -2.46806], [1.73288, -0.47813, -3.35144], [5.00455, -3.04320, 5.13885], [4.81063, -2.54345, 4.19751], [-5.49477, -1.15492, -3.79108], [1.67592, 0.11975, -2.10889], [-3.56992, 1.14209, -2.88600], [0.10482, -1.54896, -2.22082], [-1.73938, 1.86771, -1.50257], [3.27294, -0.63252, -6.81797], [0.61369, -2.22116, -4.56091], [1.97683, 3.23590, -0.91962], [-0.00292, 0.02138, 0.66620], [4.06305, -1.89873, -7.17386], [2.68368, 1.43716, 0.54670], [-0.97891, 4.09491, 3.60390], [0.50432, 1.74002, -0.17729], [2.44904, 0.42532, 2.96241], [3.12148, 1.65350, 3.27720], [-4.15161, 1.18052, 3.61852], [6.44076, -4.11552, 3.09331], [-2.35971, 0.69769, 2.43515], [-2.86590, -4.05863, -0.09620], [2.37100, -0.24511, -7.99774], [-2.97410, 0.08639, 1.76706], [3.35060, -1.21541, 5.04110], [3.27216, 0.83522, -0.15197], [5.72889, -2.61301, 0.94712], [-0.60502, -0.95503, 2.54152], [1.44301, -1.91155, -5.63300], [2.55645, -0.16162, -4.40780], [1.73407, 2.26146, -0.27273], [-2.77694, 3.12825, -2.88252], [1.79941, 0.65613, -7.76858], [1.85459, 0.59061, 1.40556], [6.83689, -4.27047, 4.09619], [-3.67272, 4.58568, 4.20364], [0.09348, 2.87065, 1.80966], [-3.18654, 1.55726, 3.30892], [2.40876, -0.90054, -5.58410], [5.23018, -2.29685, 1.85457], [3.76517, 1.44382, -6.35585], [1.33255, -2.48573, -6.54379], [-1.96748, -1.11214, 4.22936], [-0.12428, -3.00944, -4.61813], [-2.28018, -1.49151, -0.62016], [-1.03681, 2.63088, -1.20168], [1.38440, -0.00751, 3.82314], [3.63662, -0.88240, 2.93930], [3.35229, 2.07415, 1.11974], [3.27963, 0.63386, -4.30661], [-0.36502, -2.06465, 3.22780], [2.97599, -0.05028, -8.88598], [-1.35363, -1.45805, 0.31367], [3.88691, -1.51611, 4.15063], [-2.46865, -0.29457, -1.32255], [2.00480, -2.14741, -0.19075], [4.85966, 0.65823, -7.49129], [0.54617, -2.98007, 2.84181], [-4.31634, 1.32558, -3.64634], [-1.32096, 1.33635, 1.70116], [-0.81868, 2.49727, 2.25228], [-1.16875, -2.16085, 4.29164], [3.40248, -2.73663, -7.39813], [-4.67930, -3.30948, -2.15276], [-1.60824, -0.39981, 3.22687], [-4.25435, -1.27406, -2.58791], [-1.42393, 3.17904, 3.24309], [-1.60496, 0.68168, -0.94710], [-3.07315, -2.56950, -0.92642], [1.11872, -1.84895, 0.79578], [5.93199, -5.03245, 2.78871], [4.96202, 0.27433, -5.77492], [-2.87370, 3.81739, 5.56626], [-2.70410, 2.73475, 3.73603], [2.10114, -3.75664, 1.23834], [4.68600, -1.71823, -8.05270], [5.48802, -2.95614, 3.05051], [-3.45896, -0.13424, -2.30235], [-3.46673, 3.62096, 4.67106], [-4.06288, -2.45158, -1.92442], [2.55352, -3.27200, 0.07149], [1.66370, -1.03832, -8.24169], [0.71360, -0.59883, -1.40984]],
  "relative_energy_kcal_mol": 25.9,
  "lumo_energy_ha": -0.0810,
  "charge": 0
}

=====

No. 3
{
  "formula": "C36H33BrCaN7OS",
  "method": "wB97M-V/def2-TZVPD",
  "elements": ["H", "H", "H", "C", "C", "C", "C", "C", "N", "C", "C", "H", "Br", "N", "C", "H", "N", "C", "H", "N", "C", "C", "H", "C", "C", "H", "H", "H", "C", "C", "N", "S", "H", "C", "H", "H", "C", "C", "Ca", "H", "H", "H", "H", "C", "C", "C", "H", "N", "C", "C", "H", "H", "H", "C", "H", "H", "C", "C", "C", "C", "C", "H", "H", "H", "C", "C", "C", "C", "C", "O", "H", "H", "C", "H", "C", "H", "N", "H", "H", "H"],
  "coordinates": [[-4.88493, -2.50088, 0.78641], [3.67689, 1.47620, -0.77212], [-2.07720, -2.98312, 5.28522], [-3.44891, -1.07277, -2.49079], [0.84610, 4.40574, -2.29844], [1.76123, -0.57728, -2.40477], [1.41692, 4.75344, 1.93951], [-1.19439, 4.20442, 1.41629], [0.74037, -2.04419, -0.68124], [2.01671, -2.67057, -0.35595], [-4.96786, -2.53704, -1.35869], [3.43673, 0.77534, -4.99817], [-6.34090, -3.83978, -1.40166], [2.03057, -1.33563, 1.67981], [2.44365, -2.44932, 1.07768], [2.46463, 4.93495, 2.13297], [-1.86458, 0.28654, -1.19510], [2.41334, -1.13053, 2.94295], [1.99004, -3.74991, -0.57049], [2.30369, 0.08425, -1.38252], [-1.78331, -1.12531, 4.23414], [1.02178, 3.29200, -1.51011], [2.79175, -2.25203, -0.99673], [-0.32417, 4.47225, -3.08299], [-0.40181, -2.93364, -0.42997], [0.45086, -3.98261, 1.25505], [3.48718, -1.78594, 4.67174], [1.58823, 5.19096, -2.29974], [0.52465, 5.78668, 1.82420], [-1.22710, 3.45366, -3.01432], [-0.95120, -1.30010, 1.99105], [2.12062, 2.07619, 1.80630], [-2.85514, 1.45156, -2.64289], [-3.46677, -1.15983, -0.09633], [4.51558, 1.95399, -3.06976], [1.90613, 3.20121, -0.88581], [1.03153, 3.40798, 1.78282], [3.65196, -3.16048, 3.01327], [0.27799, 0.41183, 0.25329], [1.64905, -0.90042, -4.52239], [3.56109, -4.27725, 1.17274], [-1.30930, -2.37990, -0.66759], [-1.20886, -4.33726, 0.91818], [-1.34247, -3.26052, 3.29033], [-0.94077, -2.62712, 2.11430], [-4.46033, -2.02303, -2.53772], [0.86518, 6.80764, 1.93556], [-0.29985, 3.20063, 1.55949], [-1.37387, -0.57346, 3.03576], [0.69506, -1.60779, -2.07985], [-0.51133, 5.32098, -3.72953], [-1.32009, -4.34212, 3.33380], [-4.83862, -2.36636, -3.49127], [-4.47613, -2.10595, -0.13430], [0.79412, -2.45488, -2.77772], [-2.19029, 3.85718, 1.19093], [-0.81603, 5.51203, 1.54473], [3.12690, 0.57343, -3.98088], [3.27563, 0.96058, -1.63796], [-1.95386, 1.31909, -2.04496], [3.21530, -2.00916, 3.64959], [-0.35209, -3.78240, -1.13286], [4.28235, -3.87354, 3.52918], [-3.09332, -0.81216, 0.85535], [-0.98930, 2.34214, -2.15919], [-0.49411, -3.51091, 0.97059], [2.13199, -0.35382, -3.72293], [3.72618, 1.23150, -2.91755], [-1.76338, -2.50550, 4.36590], [-0.76887, 1.97436, 1.42431], [-1.36578, 0.50193, 2.89381], [-1.55199, 6.29213, 1.41914], [-2.92787, -0.62176, -1.27149], [2.05753, -0.20824, 3.38821], [3.25815, -3.38546, 1.70716], [-3.02784, -0.69635, -3.41482], [0.16042, 2.26945, -1.42181], [-0.29442, -1.17156, -2.25009], [-2.10840, -0.47932, 5.03760], [-2.14062, 3.47501, -3.59586]],
  "relative_energy_kcal_mol": 0.0,
  "lumo_energy_ha": [0.0180, 0.0178],
  "multiplicity": 2,
  "s_squared": 0.77,
  "charge": 0
}